DFT (wB97M-V/def2-TZVPD) results for a cluster of 2 separate species, C8H14 in total.

Structure (XYZ):
```
22
Properties=species:S:1:pos:R:3:forces:R:3
C -1.834 -0.471 -2.497 -0.13 0.03 -0.11
C 0.623 1.179 2.210 -0.30 0.13 -0.11
C -0.612 -0.706 1.107 -0.28 0.36 0.19
C 0.750 2.303 3.193 0.16 0.16 -0.30
C 0.575 -0.771 -2.752 -0.07 0.11 0.26
C 1.698 -1.464 -2.615 0.24 -0.15 -0.02
C -0.746 -1.210 -2.309 -0.18 -0.15 -0.65
C -0.486 0.475 2.030 0.25 -0.19 0.03
H -1.778 0.501 -2.973 0.08 0.08 0.11
H -2.826 -0.814 -2.238 0.03 -0.08 0.09
H 0.604 0.218 -3.200 0.06 -0.01 -0.03
H 1.472 0.970 1.565 0.16 -0.08 0.15
H -0.211 2.530 3.654 0.04 -0.05 0.09
H 1.488 2.086 3.967 -0.07 -0.09 0.07
H 1.106 3.205 2.690 -0.04 0.06 0.01
H 1.734 -2.450 -2.165 -0.18 0.03 0.02
H -0.852 -2.228 -1.949 0.13 0.06 0.29
H -1.365 0.738 2.612 -0.01 -0.08 0.12
H 0.059 -0.626 0.256 0.11 -0.05 0.00
H -0.413 -1.638 1.640 0.01 -0.02 -0.02
H -1.633 -0.753 0.733 -0.02 -0.14 -0.17
H 2.646 -1.075 -2.959 -0.01 0.07 -0.04
```
Positions in Å, forces in eV/Å.

Computed properties:
2S+1 = 1
LUMO level = 0.03788 Ha
Net charge = 0
Kohn-Sham gap = 9.98 eV
Energy relative to the best compared isomer or geometry (same formula, charge and spin) = 45.8 kcal/mol

***

DFT (wB97M-V/def2-TZVPD) results for a structure of composition C29H38AsBrNO4RbS3Se.

Structure (XYZ):
```
79
Properties=species:S:1:pos:R:3:forces:R:3
Rb 1.477 -1.101 -0.538 -0.08 0.53 0.21
Br 3.823 -0.776 2.722 0.03 0.00 -0.06
Se 0.748 -4.014 -4.792 -0.02 -0.05 0.12
As -0.600 1.108 -2.628 0.21 0.01 -0.21
S -3.825 -0.939 4.778 0.08 -0.03 -0.02
S -1.619 -1.950 2.404 -0.01 -0.14 -0.08
S -1.907 1.273 2.785 0.08 -0.08 0.07
O 2.598 -3.970 -2.305 -0.09 -0.21 0.01
O 2.162 -3.813 -0.141 0.01 -0.10 -0.13
O -1.814 -0.833 -0.483 -0.25 -0.09 0.07
O -3.765 -1.855 -0.956 -0.01 0.06 0.00
N -0.405 -3.098 -1.102 -0.08 -0.24 -0.08
C 1.767 -3.977 -1.285 0.07 -0.29 -0.08
C 2.344 3.750 0.051 -0.01 -0.05 -0.01
C -2.647 0.315 5.387 -0.10 -0.03 -0.06
C -1.751 -3.038 -1.353 0.04 -0.05 0.04
C 4.505 0.963 2.317 -0.08 -0.03 0.01
C -1.664 -5.102 -2.577 0.08 -0.05 0.13
C -2.149 0.295 -3.526 -0.04 -0.06 -0.02
C -2.251 -3.084 3.648 0.04 0.23 0.13
C 3.732 1.841 1.499 0.08 0.04 0.02
C -2.555 0.854 -4.885 0.00 -0.04 0.05
C 0.673 1.028 -4.136 0.05 0.00 0.04
C 1.840 2.438 0.223 0.04 0.04 0.02
C -2.313 3.359 -1.991 0.05 0.00 -0.05
C 5.549 3.480 1.890 -0.02 -0.02 0.00
C -2.384 -1.847 -0.894 0.20 0.16 -0.01
C -0.310 0.444 3.011 -0.07 -0.02 0.01
C 4.293 3.147 1.321 -0.03 -0.06 0.01
C 2.012 1.669 -3.774 -0.07 -0.03 -0.05
C -0.330 -1.063 3.327 -0.12 0.09 -0.11
C 6.246 2.576 2.638 0.00 -0.03 0.01
C 0.293 -4.082 -1.606 -0.24 0.10 0.07
C 2.488 1.426 0.916 -0.07 0.09 0.08
C -0.245 -5.081 -2.450 0.07 0.11 -0.50
C 5.710 1.289 2.869 0.02 0.11 -0.03
C -1.082 3.014 -2.827 -0.08 0.02 0.10
C 3.559 4.099 0.572 0.03 -0.04 0.03
C -2.410 -4.095 -2.042 0.13 0.08 0.05
C -2.851 -2.472 4.931 -0.01 0.03 -0.07
C -2.438 1.535 4.491 0.03 0.00 -0.10
H 0.364 -5.903 -2.794 -0.03 -0.03 0.10
H -0.218 3.587 -2.481 0.01 0.00 0.00
H -2.978 0.356 -2.819 0.00 -0.01 0.03
H 0.644 -1.480 3.069 0.05 0.04 0.03
H -2.136 -5.884 -3.159 0.03 0.00 0.01
H -3.484 -4.061 -2.174 0.00 0.00 0.03
H -1.472 -3.793 3.942 -0.06 -0.07 0.04
H -1.233 3.255 -3.882 -0.01 0.01 -0.02
H 1.769 4.484 -0.509 0.00 -0.02 0.00
H 2.742 1.534 -4.575 0.01 0.02 0.01
H -2.536 4.429 -2.021 -0.01 0.00 0.01
H 0.241 0.980 3.789 0.07 -0.04 -0.02
H 3.971 5.092 0.430 0.01 0.01 0.01
H 6.243 0.572 3.479 -0.01 0.00 0.00
H -3.196 2.826 -2.352 0.01 0.00 0.00
H 7.208 2.839 3.066 -0.02 -0.01 -0.01
H -1.717 2.191 4.988 -0.04 0.02 0.05
H 2.079 -4.026 -3.211 0.01 0.12 0.03
H -2.795 1.920 -4.835 0.00 0.00 0.00
H 5.947 4.477 1.723 0.00 0.00 -0.01
H -3.441 0.334 -5.258 0.01 0.02 -0.02
H 2.435 1.239 -2.864 0.01 -0.01 0.02
H -4.010 -0.994 -0.590 0.05 -0.03 -0.01
H -3.013 0.662 6.355 0.03 0.03 0.03
H 0.869 2.229 -0.228 0.00 0.03 -0.05
H -1.698 -0.183 5.562 0.05 -0.01 0.02
H -3.372 2.093 4.393 0.00 0.00 0.05
H -1.901 -0.767 -3.608 0.00 0.00 0.01
H 1.907 2.742 -3.594 0.00 0.00 0.00
H -2.167 3.075 -0.947 0.00 0.00 0.00
H -1.767 0.721 -5.627 0.00 0.00 0.01
H -3.522 -3.200 5.391 0.04 -0.05 0.01
H 0.252 0.622 2.090 -0.06 0.03 0.00
H 0.801 -0.032 -4.374 0.01 -0.01 -0.01
H -0.486 -1.241 4.389 0.01 -0.01 0.03
H 0.245 1.511 -5.017 -0.01 0.01 -0.02
H -2.068 -2.273 5.663 0.01 -0.01 0.00
H -3.009 -3.647 3.102 -0.04 0.00 0.03
```
Positions in Å, forces in eV/Å.

Computed properties:
2S+1 = 1
LUMO level (alpha / beta) = 0.13100 / 0.13101 Ha
Net charge = -2
Kohn-Sham gap (alpha / beta) = 4.68 / 3.42 eV
Energy relative to the best compared isomer or geometry (same formula, charge and spin) = 0.0 kcal/mol

***

DFT (wB97M-V/def2-TZVPD) results for a structure of composition C5H10CaO2.

Structure (XYZ):
```
18
Properties=species:S:1:pos:R:3:forces:R:3
Ca 0.927 0.498 -1.828 0.71 0.11 -0.51
O 0.782 -0.516 0.385 -0.50 0.19 -0.17
O -1.045 1.358 -0.556 0.64 -0.46 -1.43
C 2.726 -1.858 0.366 -0.19 0.15 0.14
C -0.154 0.124 1.261 0.08 0.15 0.39
C -1.829 1.291 -1.741 -0.44 -0.65 -3.09
C -1.396 0.463 0.475 -0.35 -0.50 0.66
C 1.904 -1.018 0.987 0.78 -0.46 0.35
H -2.118 0.966 1.136 0.12 -0.20 -0.05
H -2.676 0.594 -1.628 -0.09 0.89 0.23
H -1.391 0.813 -2.865 0.01 0.91 3.37
H 2.564 -2.161 -0.669 -0.01 -0.04 0.37
H -0.416 -0.563 2.077 0.06 0.17 -0.12
H -1.857 -0.469 0.106 0.19 0.37 -0.08
H 0.310 1.036 1.669 -0.16 -0.22 -0.02
H 3.590 -2.246 0.903 -0.18 0.23 -0.21
H -2.011 2.326 -2.071 -0.55 -0.45 0.43
H 2.092 -0.637 1.995 -0.12 -0.19 -0.25
```
Positions in Å, forces in eV/Å.

Computed properties:
2S+1 = 1
LUMO level = 0.01893 Ha
Net charge = 0
Kohn-Sham gap = 4.58 eV
Energy relative to the best compared isomer or geometry (same formula, charge and spin) = 15.9 kcal/mol

***

DFT (wB97M-V/def2-TZVPD) results for a structure of composition C23H48BiNOP3S.

Structure (XYZ):
```
78
Properties=species:S:1:pos:R:3:forces:R:3
Bi -0.505 0.304 -1.375 0.14 -0.56 2.14
S 2.761 -1.496 -3.845 -0.33 0.13 1.69
P -1.504 2.492 -2.342 -0.82 1.78 -1.28
P -2.080 0.785 0.956 -1.30 0.11 1.61
P 1.496 1.625 -0.095 2.06 0.87 0.67
O 1.034 -1.688 1.778 -0.06 0.17 0.16
N 0.080 -2.653 3.583 0.30 0.12 -0.80
C 1.130 -2.028 2.969 -0.37 -0.50 0.36
C 2.423 2.728 -1.227 -0.44 -0.01 -0.51
C 1.231 -2.331 -3.469 0.39 0.09 0.77
C -3.644 -0.162 0.803 0.13 -0.16 -0.64
C 1.262 -0.027 -5.470 0.18 0.48 -2.38
C 0.114 -0.709 -5.639 -0.15 0.38 -1.89
C -3.312 2.250 -2.530 -0.21 -0.29 0.13
C 1.362 -3.681 -3.125 -0.68 -0.41 -0.17
C 2.843 0.542 0.506 -0.35 -0.66 -0.25
C -1.560 0.251 2.639 0.87 -0.26 -0.27
C -1.195 -2.535 -3.330 0.25 -0.11 0.77
C -1.063 -3.904 -3.092 -0.20 0.21 0.14
C -0.842 2.626 -4.039 0.20 -0.21 0.01
C -2.673 2.486 1.379 0.36 0.10 -0.61
C 2.381 -1.779 3.811 -0.40 -0.46 -1.14
C -0.050 -1.741 -3.456 0.05 0.08 0.62
C 2.155 -0.740 4.875 -0.01 0.19 0.95
C 1.514 -1.331 6.142 0.61 0.54 -0.08
C 0.220 -4.469 -2.987 -0.16 0.06 -0.04
C 0.116 -1.849 5.945 -0.48 -0.39 0.10
C 1.201 2.726 1.345 -0.85 -0.04 0.00
C -1.224 4.166 -1.656 0.22 0.03 0.51
C -0.017 -3.035 4.995 0.18 -0.27 0.13
H -0.627 0.757 2.927 -0.28 -0.23 -0.02
H 2.359 -4.101 -2.966 -0.44 0.05 -0.26
H -0.995 -3.514 5.130 0.26 0.17 -0.11
H 0.320 -5.540 -2.816 -0.01 0.27 0.13
H 2.145 3.254 1.557 -0.25 -0.27 -0.19
H 0.420 3.471 1.130 0.29 -0.17 0.09
H -1.968 -4.499 -2.910 0.55 0.12 -0.34
H 1.516 -0.570 6.926 -0.05 -0.06 -0.05
H -3.363 2.398 2.236 0.26 -0.05 -0.37
H 0.913 2.148 2.235 0.13 0.14 -0.31
H -0.541 -1.051 5.598 -0.14 0.17 -0.05
H 3.118 -0.294 5.131 -0.02 -0.04 0.10
H -3.691 2.827 -3.390 0.31 -0.08 0.25
H -1.695 4.309 -0.674 0.12 -0.16 -0.26
H -0.590 -3.068 2.934 0.29 0.29 0.35
H 3.177 -1.480 3.127 -0.12 -0.03 -0.06
H 2.683 -2.737 4.245 0.02 0.11 0.08
H 2.881 2.130 -2.030 -0.12 0.20 0.22
H 0.243 2.824 -3.997 -0.38 -0.11 -0.05
H 0.739 -3.794 5.240 -0.13 0.09 -0.06
H 0.093 -1.807 -5.665 0.39 0.61 -1.08
H -0.280 -2.172 6.908 0.00 0.02 0.04
H -3.532 1.187 -2.728 0.06 0.36 0.04
H -1.816 3.112 1.671 -0.35 -0.16 -0.06
H 2.425 -0.428 0.817 0.21 0.18 0.04
H 1.539 0.084 4.498 -0.08 0.04 -0.08
H -1.325 3.472 -4.553 0.05 -0.24 0.22
H 3.296 -2.521 -4.475 0.36 -0.51 -0.23
H -2.174 -2.047 -3.389 0.18 -0.34 0.01
H -1.027 1.703 -4.613 0.11 0.28 0.17
H 3.221 3.220 -0.646 -0.30 -0.23 -0.15
H 2.192 -0.434 -5.907 -0.78 0.37 0.95
H -2.344 0.529 3.364 0.13 -0.08 -0.49
H 2.158 -2.136 6.506 0.02 -0.04 0.01
H -4.152 0.087 -0.142 0.04 -0.15 0.34
H -1.374 -0.835 2.667 -0.04 0.46 0.00
H 3.584 0.407 -0.294 -0.27 -0.02 0.17
H -3.882 2.565 -1.639 0.37 -0.13 -0.29
H -0.206 -0.649 -3.630 0.35 -1.18 -0.12
H -3.197 2.953 0.532 0.10 -0.10 0.37
H -3.409 -1.239 0.811 -0.15 0.37 -0.02
H -0.834 -0.269 -6.038 0.42 0.02 1.55
H -4.312 0.074 1.649 0.38 -0.02 -0.31
H 3.331 1.013 1.373 -0.27 0.04 -0.28
H 1.331 1.037 -5.189 -0.29 -0.29 -0.64
H -0.148 4.375 -1.560 -0.34 -0.14 -0.04
H 1.775 3.496 -1.673 0.33 -0.19 0.12
H -1.633 4.927 -2.335 -0.05 -0.38 -0.04
```
Positions in Å, forces in eV/Å.

Computed properties:
2S+1 = 1
LUMO level = -0.39142 Ha
Net charge = +3
Kohn-Sham gap = 4.45 eV
Energy relative to the best compared isomer or geometry (same formula, charge and spin) = 26.0 kcal/mol